# 1
The following is a DFT calculation (the ωB97M-V functional and the def2-TZVPD basis) of C25H22IrN7O5Se as an isolated structure.

total energy = -115128.5206 eV
highest occupied orbital energy (spin up / spin down) = -10.606 / -10.782 eV
charge = +1
orbital gap (spin up / spin down) = 0.1947 / 0.1814 Ha
⟨S²⟩ = 0.96
2S+1 = 2

Each line ends with the Mulliken spin population.
CARTESIAN COORDINATES (ANGSTROEM)
Ir1 0.029 -0.056 0.055  0.0186
C1 0.951 1.092 5.338  -0.0185
C2 1.089 2.265 4.610  0.0092
C3 1.218 2.225 3.235  -0.0174
C4 1.216 0.998 2.562  0.0123
C5 1.020 -0.176 3.301  -0.0218
C6 0.902 -0.127 4.675  0.0078
N1 1.393 0.886 1.174  -0.1118
C7 2.331 1.587 0.476  -0.0589
C8 3.281 2.489 0.982  -0.0204
C9 4.191 3.073 0.125  0.0017
C10 4.231 2.744 -1.237  -0.0524
C11 3.379 1.793 -1.746  0.0702
C12 2.431 1.222 -0.897  -0.0871
N2 1.573 0.211 -1.242  0.0296
N3 1.909 -0.615 -2.152  0.2031
C13 1.407 -1.854 -1.982  -0.0206
C14 1.663 -2.864 -2.921  0.0420
C15 1.166 -4.126 -2.690  -0.0086
C16 0.434 -4.376 -1.531  0.0416
C17 0.220 -3.337 -0.646  -0.0044
N4 0.680 -2.111 -0.866  0.0547
H1 0.857 1.132 6.414  -0.0007
H2 1.081 3.220 5.117  -0.0001
H3 1.257 3.143 2.663  0.0014
H4 0.998 -1.120 2.775  0.0014
H5 0.763 -1.036 5.244  0.0002
H6 3.333 2.685 2.040  0.0058
H7 4.902 3.784 0.522  -0.0008
H8 4.963 3.210 -1.880  -0.0024
H9 3.433 1.474 -2.777  0.0069
H10 2.261 -2.618 -3.787  -0.0005
H11 1.339 -4.923 -3.400  0.0002
H12 0.052 -5.361 -1.307  0.0011
H13 -0.337 -3.485 0.272  0.0033
C18 -1.715 -1.085 -3.451  0.0024
C19 -2.238 -1.315 -2.082  -0.0107
N5 -1.743 -0.911 -0.919  0.0181
C20 -2.595 -1.375 0.061  -0.0023
C21 -3.619 -2.064 -0.518  0.0019
N6 -3.365 -2.014 -1.860  0.0004
C22 -4.795 -2.847 -0.032  0.0002
O1 -4.996 -2.870 1.258  0.0001
O2 -5.467 -3.422 -0.850  0.0001
C23 -2.329 -1.043 1.480  0.0073
O3 -3.105 -1.399 2.356  0.0013
O4 -1.255 -0.357 1.656  0.0008
H14 -0.670 -0.795 -3.436  0.0033
H15 -2.287 -0.292 -3.937  -0.0018
H16 -1.834 -1.992 -4.045  -0.0009
H17 -3.991 -2.427 -2.539  0.0002
H18 -4.342 -2.327 1.777  0.0000
C24 -0.815 3.534 0.424  0.0038
O5 -1.225 2.169 0.282  -0.0125
H19 -0.629 3.790 1.468  0.0004
H20 -1.574 4.203 0.014  -0.0003
H21 0.103 3.655 -0.146  -0.0022
H22 -1.963 1.994 0.879  0.0023
Se1 -0.349 1.964 -2.546  0.8003
C25 -1.909 2.813 -2.813  -0.0914
N7 -2.908 3.368 -2.996  0.1944

# 2
The following is a DFT calculation (the ωB97M-V functional and the def2-TZVPD basis) of C25H22NO3S2Yb as an isolated structure.

total energy = -87110.6914 eV
highest occupied orbital energy (spin up / spin down) = -7.238 / -7.244 eV
orbital gap (spin up / spin down) = 0.1134 / 0.1144 Ha
⟨S²⟩ = 0.75
2S+1 = 2

Each line ends with the Mulliken spin population.
CARTESIAN COORDINATES (ANGSTROEM)
C1 2.169 0.582 1.441  0.0068
C2 2.591 1.235 0.245  -0.0027
C3 1.643 2.257 -0.050  0.0015
H1 3.506 1.029 -0.314  0.0000
C4 0.636 2.229 0.952  0.0008
C5 0.963 1.200 1.880  -0.0023
H2 0.433 0.987 2.809  -0.0002
H3 2.708 -0.217 1.955  0.0003
H4 1.715 2.963 -0.873  -0.0004
H5 -0.212 2.904 1.024  0.0000
C6 -1.551 -1.506 -1.629  0.0011
C7 -0.768 -2.464 -0.919  -0.0046
C8 -0.954 -2.255 0.471  -0.0028
H6 -0.153 -3.250 -1.341  -0.0001
C9 -1.849 -1.162 0.640  0.0065
C10 -2.218 -0.701 -0.663  -0.0047
H7 -2.912 0.109 -0.870  -0.0001
H8 -1.654 -1.441 -2.709  0.0002
H9 -0.529 -2.881 1.247  0.0000
H10 -2.220 -0.780 1.589  0.0003
Yb1 0.318 0.039 -0.662  0.9947
O1 -0.644 1.493 -1.687  -0.0001
C11 -1.057 2.753 -2.189  0.0013
C12 -1.824 3.788 -1.422  0.0005
H11 -0.107 3.265 -2.461  -0.0007
H12 -1.647 2.529 -3.086  0.0001
H13 -1.291 4.230 -0.586  0.0002
H14 -2.707 6.216 -0.647  0.0000
C13 -3.376 5.705 -1.344  0.0010
C14 -3.022 4.379 -1.792  0.0024
C15 -3.975 3.717 -2.631  0.0005
H15 -3.765 2.680 -2.903  0.0001
C16 -5.159 4.339 -3.005  -0.0002
H16 -5.874 3.792 -3.623  0.0001
C17 -5.454 5.647 -2.595  0.0010
H17 -6.384 6.123 -2.911  0.0001
C18 -4.546 6.327 -1.766  -0.0003
H18 -4.783 7.345 -1.441  0.0001
O2 0.809 -6.436 -1.228  0.0000
S1 1.222 -5.858 0.026  0.0000
O3 0.553 -6.278 1.231  0.0000
N1 1.343 -4.211 -0.096  0.0000
C19 2.586 -3.711 -0.114  -0.0002
S2 2.831 -2.106 -0.481  -0.0002
C20 3.600 -4.763 0.114  -0.0001
C21 4.996 -4.722 0.218  0.0000
C22 5.716 -5.905 0.433  0.0000
C23 5.056 -7.143 0.522  0.0000
C24 3.663 -7.204 0.386  0.0000
C25 2.977 -6.012 0.207  0.0000
H19 5.490 -3.754 0.139  0.0001
H20 6.804 -5.870 0.513  0.0000
H21 5.622 -8.058 0.692  0.0000
H22 3.105 -8.136 0.429  0.0000

# 3
The following is a DFT calculation (the ωB97M-V functional and the def2-TZVPD basis) of C25H22NO4SSc as an isolated structure.

total energy = -67497.5304 eV
highest occupied orbital energy = -8.725 eV
orbital gap = 0.3187 Ha

Each line ends with the Löwdin charge.
CARTESIAN COORDINATES (ANGSTROEM)
C1 0.495 -2.049 1.410  -0.1735
C2 -0.835 -2.297 0.876  -0.1639
C3 -0.819 -1.965 -0.527  -0.1321
H1 -1.683 -2.701 1.423  0.1117
C4 0.517 -1.538 -0.856  -0.1487
C5 1.328 -1.640 0.317  -0.1413
H2 2.419 -1.531 0.358  0.1236
H3 0.836 -2.186 2.441  0.1020
H4 -1.641 -2.089 -1.239  0.1034
H5 0.845 -1.190 -1.823  0.0907
C6 -0.927 2.093 -0.078  -0.1430
C7 -0.506 2.184 1.302  -0.1960
C8 0.912 1.896 1.334  -0.1553
H6 -1.161 2.392 2.148  0.1110
C9 1.330 1.556 0.014  -0.1377
C10 0.193 1.626 -0.854  -0.1430
H7 0.207 1.374 -1.907  0.0927
H8 -1.897 2.447 -0.432  0.1137
H9 1.595 2.085 2.168  0.1201
H10 2.357 1.363 -0.299  0.1207
Sc1 -0.392 -0.035 0.865  1.0196
O1 -0.032 -0.246 -3.746  -0.1060
C11 -1.342 -0.690 -4.157  -0.0807
C12 -0.121 -1.007 -5.014  -0.1903
H11 -1.757 -1.517 -3.568  0.1022
H12 -2.012 0.087 -4.553  0.1125
H13 0.277 -2.028 -4.934  0.1482
H14 1.043 -1.910 -7.306  0.1129
C13 0.678 -0.881 -7.400  -0.0357
C14 0.108 -0.258 -6.261  -0.1800
C15 -0.337 1.083 -6.364  -0.0263
H15 -0.772 1.579 -5.495  0.1096
C16 -0.206 1.771 -7.580  -0.0784
H16 -0.539 2.811 -7.626  0.1045
C17 0.331 1.138 -8.706  -0.0875
H17 0.404 1.684 -9.651  0.1033
C18 0.760 -0.197 -8.611  -0.0865
H18 1.162 -0.697 -9.492  0.1028
O2 -3.187 -0.788 2.667  0.0202
C19 -2.358 -0.433 3.521  -0.5016
N1 -1.074 -0.063 3.218  -0.1250
S1 -0.045 0.080 4.536  0.6661
O3 0.885 -1.027 4.556  -0.3075
O4 0.474 1.419 4.668  -0.3012
C20 -1.358 -0.229 5.711  -0.2049
C21 -1.322 -0.288 7.119  -0.0236
C22 -2.513 -0.593 7.820  -0.0646
C23 -3.699 -0.866 7.104  -0.0693
C24 -3.702 -0.781 5.710  -0.0025
C25 -2.524 -0.455 5.010  -0.1382
H19 -0.401 -0.132 7.684  0.1181
H20 -2.548 -0.709 8.912  0.1076
H21 -4.623 -1.117 7.649  0.1101
H22 -4.585 -0.962 5.109  0.1170

| no. | strongest force on any atom (eV/Å) |
| --- | --- |
| 1 | 2.3 |
| 2 | 3.2 |
| 3 | 2.2 |